(1)
{"formula": "C44H120CrF12N12O23S4", "method": "ωB97M-V with the def2-TZVPD basis set", "e_homo_ev": [-10.198, -10.198], "spin_multiplicity": 4, "charge": 1, "gap_ev": [3.889, 5.207], "e_tot_ha": -7970.98474, "symbols": ["Cr", "C", "F", "F", "F", "S", "O", "O", "N", "S", "O", "O", "C", "F", "F", "F", "C", "F", "F", "F", "S", "O", "O", "N", "S", "O", "O", "C", "F", "F", "F", "O", "H", "H", "O", "H", "H", "O", "H", "H", "O", "H", "H", "O", "H", "H", "C", "C", "C", "O", "C", "N", "H", "H", "H", "H", "H", "H", "H", "H", "H", "H", "H", "C", "C", "C", "O", "C", "N", "H", "H", "H", "H", "H", "H", "H", "H", "H", "H", "H", "C", "C", "C", "O", "C", "N", "H", "H", "H", "H", "H", "H", "H", "H", "H", "H", "H", "C", "C", "C", "O", "C", "N", "H", "H", "H", "H", "H", "H", "H", "H", "H", "H", "H", "C", "C", "C", "O", "C", "N", "H", "H", "H", "H", "H", "H", "H", "H", "H", "H", "H", "C", "C", "C", "O", "C", "N", "H", "H", "H", "H", "H", "H", "H", "H", "H", "H", "H", "C", "C", "C", "O", "C", "N", "H", "H", "H", "H", "H", "H", "H", "H", "H", "H", "H", "C", "C", "C", "O", "C", "N", "H", "H", "H", "H", "H", "H", "H", "H", "H", "H", "H", "C", "C", "C", "O", "C", "N", "H", "H", "H", "H", "H", "H", "H", "H", "H", "H", "H", "C", "C", "C", "O", "C", "N", "H", "H", "H", "H", "H", "H", "H", "H", "H", "H", "H"], "xyz": [[-3.72, -0.29, 0.74], [-0.70, -0.25, -2.29], [-1.97, -0.24, -2.75], [0.19, -0.88, -3.09], [-0.32, 1.00, -2.06], [-0.75, -1.32, -0.60], [-1.67, -2.39, -0.93], [0.59, -1.72, -0.28], [-1.80, -0.33, 0.54], [-0.59, 0.51, 1.32], [0.65, 0.92, 0.63], [-1.19, 1.60, 2.09], [-0.01, -0.68, 2.74], [-0.48, -0.27, 3.84], [-0.41, -1.87, 2.50], [1.30, -0.64, 2.71], [-6.41, 1.95, 2.72], [-7.18, 1.96, 1.64], [-6.93, 2.75, 3.68], [-6.26, 0.66, 3.19], [-4.66, 2.73, 2.28], [-4.90, 4.14, 1.95], [-3.93, 2.52, 3.52], [-4.10, 1.64, 0.94], [-3.42, 2.77, -0.06], [-2.63, 3.80, 0.53], [-2.69, 1.95, -1.06], [-4.91, 3.58, -0.98], [-4.56, 3.68, -2.28], [-5.95, 2.77, -0.89], [-5.21, 4.86, -0.55], [1.46, -2.48, 5.54], [1.68, -1.72, 4.99], [2.29, -2.95, 5.64], [-1.14, -3.68, 4.91], [-0.53, -2.95, 4.91], [-0.62, -4.43, 5.18], [-3.71, -0.43, 2.85], [-3.48, 0.21, 3.53], [-3.91, -1.23, 3.34], [-3.53, -2.36, 1.00], [-3.72, -2.91, 1.76], [-3.03, -2.93, 0.42], [-4.26, -0.42, -1.31], [-4.43, -1.21, -1.82], [-4.54, 0.30, -1.88], [-7.09, -2.95, -2.36], [-5.92, -3.70, -1.64], [-5.93, -5.18, -2.04], [-4.95, -5.81, -1.34], [-5.05, -7.21, -1.42], [-4.65, -3.09, -2.10], [-6.94, -3.06, -3.43], [-7.11, -1.88, -2.14], [-8.01, -3.41, -1.99], [-6.01, -3.66, -0.55], [-5.71, -5.26, -3.11], [-6.94, -5.52, -1.79], [-4.21, -7.71, -0.94], [-5.12, -7.56, -2.45], [-5.91, -7.52, -0.83], [-4.01, -3.86, -1.96], [-4.71, -2.99, -3.11], [-1.40, -0.46, 6.91], [-2.87, -0.78, 6.54], [-3.80, 0.50, 6.50], [-3.99, 1.11, 7.70], [-5.06, 0.74, 8.50], [-2.97, -1.60, 5.34], [-0.93, 0.21, 6.19], [-0.83, -1.39, 7.05], [-1.40, 0.09, 7.85], [-3.28, -1.40, 7.34], [-4.76, 0.30, 6.01], [-3.26, 1.26, 5.93], [-5.01, 1.30, 9.44], [-4.96, -0.28, 8.88], [-6.02, 0.81, 8.01], [-3.84, -2.10, 5.21], [-2.26, -2.31, 5.37], [2.73, 1.05, -4.53], [4.05, 1.35, -5.28], [4.12, 0.70, -6.68], [4.30, -0.71, -6.49], [4.51, -1.44, -7.71], [4.24, 2.78, -5.31], [2.78, 1.10, -3.45], [2.46, 0.00, -4.65], [2.01, 1.70, -5.02], [4.89, 0.83, -4.83], [5.06, 1.04, -7.13], [3.31, 1.00, -7.34], [3.56, -1.45, -8.24], [4.93, -2.43, -7.49], [5.32, -1.02, -8.29], [3.39, 3.16, -5.70], [4.87, 3.15, -6.01], [5.34, 6.32, 4.41], [4.88, 5.89, 3.02], [3.38, 5.51, 2.85], [3.17, 4.84, 1.64], [2.07, 3.93, 1.72], [5.27, 7.00, 2.11], [5.35, 5.53, 5.16], [4.69, 7.10, 4.79], [6.31, 6.82, 4.42], [5.42, 4.98, 2.74], [2.71, 6.37, 2.77], [3.18, 4.89, 3.73], [2.10, 3.43, 0.75], [1.06, 4.32, 1.85], [2.30, 3.11, 2.40], [4.67, 7.81, 2.17], [5.12, 6.74, 1.15], [1.77, 0.40, 7.98], [3.22, 0.00, 7.95], [4.01, 0.51, 6.72], [3.42, -0.05, 5.53], [3.88, 0.35, 4.30], [3.77, 0.47, 9.16], [1.23, 0.09, 7.09], [1.65, 1.49, 8.04], [1.24, -0.16, 8.75], [3.32, -1.08, 7.93], [5.05, 0.19, 6.76], [4.00, 1.59, 6.70], [3.29, 1.19, 3.92], [3.69, -0.51, 3.66], [4.93, 0.64, 4.30], [4.68, 0.09, 9.37], [3.95, 1.46, 9.07], [-0.20, 3.73, 5.14], [-1.15, 4.90, 4.95], [-1.16, 5.55, 3.60], [0.07, 6.08, 3.30], [0.39, 7.27, 3.95], [-2.46, 4.49, 5.33], [-0.48, 2.84, 4.58], [-0.20, 3.51, 6.20], [0.79, 4.01, 4.77], [-0.96, 5.68, 5.69], [-2.02, 6.22, 3.54], [-1.43, 4.85, 2.80], [1.39, 7.65, 3.76], [0.19, 7.25, 5.02], [-0.20, 7.98, 3.35], [-2.65, 3.75, 4.67], [-3.13, 5.19, 5.06], [-1.98, 1.17, -5.43], [-1.66, 1.40, -6.90], [-0.48, 0.60, -7.46], [-0.15, 1.13, -8.79], [0.55, 0.27, -9.61], [-2.91, 1.31, -7.71], [-1.43, 1.90, -4.82], [-1.66, 0.18, -5.11], [-2.97, 1.32, -4.99], [-1.34, 2.44, -6.97], [-0.53, -0.49, -7.50], [0.32, 0.91, -6.78], [0.04, -0.60, -10.03], [1.54, 0.05, -9.22], [0.73, 0.94, -10.45], [-3.60, 2.02, -7.54], [-2.54, 1.38, -8.65], [4.13, -1.57, 0.30], [4.25, -0.20, -0.48], [4.19, 1.09, 0.45], [5.32, 1.03, 1.31], [5.52, 2.28, 2.01], [5.49, -0.33, -1.27], [4.97, -1.72, 0.98], [4.16, -2.38, -0.43], [3.16, -1.57, 0.80], [3.41, -0.03, -1.14], [3.26, 1.04, 1.03], [4.26, 1.98, -0.18], [4.67, 2.75, 2.50], [5.96, 2.94, 1.26], [6.30, 2.20, 2.77], [5.71, 0.53, -1.75], [6.23, -0.53, -0.61], [0.74, -4.94, 1.38], [0.58, -5.12, -0.10], [1.94, -4.92, -0.80], [1.91, -5.10, -2.20], [1.59, -3.95, -2.93], [-0.04, -6.39, -0.35], [1.28, -4.01, 1.53], [1.32, -5.75, 1.83], [-0.16, -4.81, 1.99], [-0.08, -4.42, -0.60], [2.64, -5.64, -0.37], [2.34, -3.91, -0.68], [1.38, -4.16, -3.98], [2.41, -3.26, -2.81], [0.81, -3.30, -2.55], [0.48, -7.20, -0.04], [0.09, -6.38, -1.35], [-0.30, -5.32, -9.30], [0.14, -3.89, -9.64], [1.22, -3.35, -8.64], [0.56, -2.94, -7.36], [1.43, -2.39, -6.44], [0.58, -3.89, -11.08], [-0.98, -5.70, -10.06], [-0.87, -5.41, -8.37], [0.50, -6.06, -9.22], [-0.76, -3.28, -9.57], [1.71, -2.55, -9.21], [1.96, -4.12, -8.41], [1.02, -2.20, -5.44], [1.83, -1.40, -6.66], [2.32, -2.99, -6.33], [1.20, -4.68, -11.00], [-0.06, -4.34, -11.72]], "mulliken_spin": [2.945, 0.008, 0.006, -0.001, 0.000, 0.041, 0.008, -0.006, -0.007, -0.037, -0.010, 0.017, 0.003, 0.006, 0.002, 0.000, -0.003, 0.001, 0.000, -0.001, 0.011, -0.007, 0.006, -0.013, 0.043, -0.002, -0.013, 0.004, 0.001, 0.000, 0.000, 0.000, 0.000, 0.000, 0.000, 0.000, 0.000, -0.014, 0.004, 0.005, -0.018, 0.004, 0.007, 0.002, 0.003, 0.008, 0.000, 0.001, 0.000, 0.000, 0.000, -0.002, 0.000, 0.000, 0.000, 0.000, 0.000, 0.000, 0.000, 0.000, 0.000, 0.000, 0.000, 0.001, -0.001, 0.001, 0.000, 0.000, -0.002, 0.000, 0.000, 0.000, -0.001, 0.000, 0.000, 0.000, 0.000, 0.000, 0.000, 0.001, 0.000, 0.000, 0.000, 0.000, 0.000, 0.000, 0.000, 0.000, 0.000, 0.000, 0.000, 0.000, 0.000, 0.000, 0.000, 0.000, 0.000, 0.000, 0.000, 0.000, 0.000, 0.000, 0.000, 0.000, 0.000, 0.000, 0.000, 0.000, 0.000, 0.000, 0.000, 0.000, 0.000, 0.000, 0.000, 0.000, 0.000, 0.000, 0.000, 0.000, 0.000, 0.000, 0.000, 0.000, 0.000, 0.000, 0.000, 0.000, 0.000, 0.000, 0.000, 0.000, 0.000, 0.001, 0.000, 0.000, 0.000, 0.000, 0.000, 0.000, 0.000, 0.000, -0.001, 0.000, 0.000, 0.000, 0.000, 0.000, 0.000, 0.000, 0.001, 0.000, 0.000, 0.000, 0.000, 0.000, 0.000, 0.000, 0.000, 0.000, 0.000, 0.000, 0.000, 0.000, 0.000, 0.000, 0.000, 0.000, 0.000, 0.000, 0.000, 0.000, 0.000, 0.000, 0.000, 0.001, 0.000, 0.000, 0.000, 0.000, 0.000, 0.000, 0.000, 0.000, 0.000, 0.000, 0.001, 0.000, 0.000, 0.000, 0.000, 0.000, 0.000, 0.000, 0.000, 0.000, 0.000, 0.000, 0.000, 0.000, 0.000, 0.000, 0.000, 0.001, 0.000, 0.000, 0.000, 0.000, 0.000, 0.000, 0.000, -0.001, 0.000, 0.000, 0.000, 0.000]}

=====

(2)
{"formula": "C44H121N11O11", "method": "ωB97M-V with the def2-TZVPD basis set", "e_homo_ev": -8.429, "de_lowest_ev": 2.618, "charge": 0, "smiles": "COC[C@H](C)N.COC[C@H](C)N.COC[C@H](C)N.COC[C@H](C)N.COC[C@H](C)N.COC[C@H](C)N.COC[C@H](C)N.COC[C@H](C)N.COC[C@H](C)N.COC[C@H](C)N.COC[C@H](C)N", "gap_ev": 8.698, "e_tot_ha": -3178.69203, "symbols": ["C", "O", "C", "C", "C", "N", "H", "H", "H", "H", "H", "H", "H", "H", "H", "H", "H", "C", "O", "C", "C", "C", "N", "H", "H", "H", "H", "H", "H", "H", "H", "H", "H", "H", "C", "O", "C", "C", "C", "N", "H", "H", "H", "H", "H", "H", "H", "H", "H", "H", "H", "C", "O", "C", "C", "C", "N", "H", "H", "H", "H", "H", "H", "H", "H", "H", "H", "H", "C", "O", "C", "C", "C", "N", "H", "H", "H", "H", "H", "H", "H", "H", "H", "H", "H", "C", "O", "C", "C", "C", "N", "H", "H", "H", "H", "H", "H", "H", "H", "H", "H", "H", "C", "O", "C", "C", "C", "N", "H", "H", "H", "H", "H", "H", "H", "H", "H", "H", "H", "C", "O", "C", "C", "C", "N", "H", "H", "H", "H", "H", "H", "H", "H", "H", "H", "H", "C", "O", "C", "C", "C", "N", "H", "H", "H", "H", "H", "H", "H", "H", "H", "H", "H", "C", "O", "C", "C", "C", "N", "H", "H", "H", "H", "H", "H", "H", "H", "H", "H", "H", "C", "O", "C", "C", "C", "N", "H", "H", "H", "H", "H", "H", "H", "H", "H", "H", "H"], "xyz": [[5.53, 1.72, -1.32], [4.60, 2.76, -1.07], [4.63, 3.91, -1.88], [3.82, 5.03, -1.27], [2.35, 4.71, -1.12], [3.92, 6.27, -2.06], [6.54, 2.13, -1.30], [5.26, 1.38, -2.33], [5.45, 0.96, -0.56], [5.70, 4.21, -1.93], [4.37, 3.65, -2.92], [4.20, 5.25, -0.26], [2.20, 3.79, -0.54], [1.89, 4.35, -2.05], [1.77, 5.50, -0.65], [4.90, 6.45, -2.26], [3.44, 6.10, -2.94], [-1.95, 1.38, 4.54], [-2.43, 1.61, 5.83], [-3.73, 1.18, 6.03], [-4.31, 1.84, 7.30], [-3.58, 1.27, 8.52], [-5.75, 1.64, 7.43], [-1.60, 0.34, 4.43], [-1.06, 1.98, 4.34], [-2.65, 1.55, 3.72], [-4.44, 1.43, 5.23], [-3.85, 0.09, 6.14], [-4.03, 2.90, 7.15], [-3.82, 0.21, 8.54], [-3.93, 1.75, 9.43], [-2.51, 1.46, 8.45], [-6.27, 2.50, 7.60], [-6.12, 1.30, 6.55], [6.63, 3.56, -7.93], [5.24, 3.59, -7.88], [4.72, 2.80, -6.85], [3.20, 3.00, -6.82], [2.45, 2.15, -5.80], [2.62, 2.61, -8.13], [7.03, 4.21, -8.71], [7.01, 2.55, -8.20], [7.12, 3.72, -6.96], [4.90, 1.73, -7.03], [5.13, 3.04, -5.86], [2.95, 4.06, -6.76], [1.48, 2.62, -5.67], [2.95, 2.20, -4.82], [2.36, 1.09, -6.04], [3.09, 3.07, -8.90], [2.79, 1.62, -8.27], [1.80, 1.25, -2.29], [1.20, 0.74, -1.13], [0.69, -0.57, -1.26], [0.35, -1.05, 0.14], [-0.78, -0.20, 0.76], [1.53, -0.85, 0.98], [2.62, 0.66, -2.72], [1.94, 2.31, -2.13], [1.08, 1.28, -3.12], [-0.18, -0.59, -1.93], [1.50, -1.19, -1.66], [0.03, -2.09, 0.19], [-0.56, 0.86, 0.62], [-0.92, -0.36, 1.83], [-1.72, -0.41, 0.24], [1.35, -0.80, 1.97], [2.14, -0.10, 0.69], [-0.53, -5.45, -6.97], [-1.36, -5.32, -5.84], [-0.64, -5.28, -4.59], [0.14, -4.01, -4.37], [0.91, -4.09, -3.07], [-0.71, -2.81, -4.27], [0.09, -4.57, -7.16], [-1.15, -5.63, -7.84], [0.14, -6.31, -6.81], [-1.49, -5.42, -3.92], [-0.04, -6.20, -4.57], [0.85, -3.78, -5.16], [1.48, -3.18, -2.88], [1.61, -4.94, -3.03], [0.31, -4.33, -2.18], [-1.37, -2.93, -5.04], [-1.22, -2.76, -3.39], [0.56, -6.00, 2.26], [0.23, -4.69, 2.66], [1.25, -3.74, 2.47], [2.52, -3.97, 3.31], [2.12, -4.34, 4.74], [3.35, -2.75, 3.27], [-0.36, -6.58, 2.27], [1.33, -6.42, 2.90], [0.97, -5.97, 1.24], [1.44, -3.69, 1.39], [0.86, -2.76, 2.80], [2.99, -4.81, 2.78], [2.46, -5.35, 4.98], [1.05, -4.34, 4.93], [2.59, -3.63, 5.42], [4.26, -3.14, 3.51], [3.56, -2.46, 2.30], [-4.60, 2.30, 0.04], [-5.28, 1.88, 1.20], [-6.61, 2.37, 1.23], [-7.17, 2.16, 2.63], [-8.41, 3.04, 2.87], [-6.17, 2.46, 3.67], [-5.19, 2.11, -0.85], [-3.65, 1.75, 0.01], [-4.27, 3.34, 0.16], [-6.52, 3.46, 1.08], [-7.32, 2.08, 0.44], [-7.47, 1.12, 2.81], [-9.31, 2.52, 2.54], [-8.26, 4.03, 2.42], [-8.56, 3.18, 3.94], [-6.00, 3.46, 3.74], [-5.33, 2.10, 3.20], [-3.95, -1.35, 1.91], [-5.01, -1.89, 2.66], [-5.26, -1.14, 3.84], [-6.71, -1.39, 4.26], [-7.06, -0.59, 5.54], [-7.14, -2.77, 4.40], [-3.07, -1.30, 2.56], [-4.14, -0.31, 1.60], [-3.68, -2.00, 1.08], [-4.51, -1.36, 4.61], [-5.27, -0.08, 3.53], [-7.29, -0.97, 3.43], [-8.11, -0.84, 5.71], [-6.88, 0.46, 5.32], [-6.57, -0.91, 6.46], [-6.73, -3.21, 5.22], [-6.77, -3.31, 3.62], [-1.31, 0.67, -5.01], [-1.77, 1.45, -3.93], [-3.17, 1.43, -3.74], [-3.79, 2.75, -4.25], [-2.80, 3.92, -4.19], [-5.07, 3.07, -3.62], [-1.57, -0.39, -4.89], [-0.23, 0.76, -5.08], [-1.69, 0.98, -5.99], [-3.68, 0.59, -4.21], [-3.28, 1.33, -2.65], [-4.05, 2.54, -5.30], [-2.11, 3.90, -5.04], [-2.24, 4.10, -3.27], [-3.37, 4.84, -4.30], [-5.45, 3.90, -4.07], [-4.96, 3.41, -2.66], [4.42, 2.40, 2.08], [3.21, 1.98, 2.68], [3.42, 0.82, 3.49], [2.16, 0.60, 4.31], [1.91, 1.75, 5.30], [2.26, -0.66, 5.05], [4.22, 3.21, 1.38], [4.81, 1.59, 1.45], [5.10, 2.84, 2.81], [3.70, -0.07, 2.91], [4.27, 1.07, 4.15], [1.29, 0.43, 3.67], [2.12, 2.69, 4.80], [2.48, 1.58, 6.22], [0.85, 1.68, 5.57], [2.55, -1.42, 4.41], [3.01, -0.65, 5.74], [5.23, -6.54, -1.57], [4.87, -5.45, -0.78], [5.30, -4.23, -1.38], [4.67, -3.02, -0.74], [4.96, -1.72, -1.46], [4.96, -2.94, 0.69], [6.31, -6.75, -1.57], [4.83, -6.38, -2.58], [4.78, -7.47, -1.23], [6.40, -4.23, -1.38], [5.02, -4.31, -2.44], [3.58, -3.17, -0.78], [6.00, -1.40, -1.36], [4.37, -0.87, -1.12], [4.69, -1.83, -2.51], [5.92, -2.83, 0.97], [4.66, -3.83, 1.09]], "mulliken_charge": [-0.789, 0.188, -0.494, 0.650, -1.186, -0.744, 0.406, 0.303, 0.031, 0.443, -0.060, 0.111, 0.138, 0.276, 0.414, 0.266, 0.283, -0.364, -0.383, 0.495, 0.309, -1.419, -0.618, 0.178, 0.407, 0.065, -0.398, 0.061, 0.256, 0.305, 0.401, 0.316, 0.238, 0.043, -0.761, -0.305, -0.515, 0.309, -0.787, -0.755, 0.272, 0.308, 0.296, 0.312, 0.238, 0.309, 0.289, -0.133, 0.347, 0.283, 0.267, 0.282, -0.480, -0.559, 0.600, -0.986, 0.930, 0.259, -0.528, 0.055, 0.340, 0.131, 0.008, 0.071, 0.162, 0.366, -0.659, -0.225, -0.663, -0.385, -0.689, 0.521, -1.542, -0.341, 0.251, 0.270, 0.304, 0.271, 0.405, 0.096, 0.128, 0.443, 0.411, 0.309, 0.224, -0.649, -0.457, -0.267, 0.601, -1.784, -0.197, 0.273, 0.249, 0.256, 0.067, 0.090, 0.692, 0.396, 0.284, 0.481, 0.323, -0.160, -0.769, -0.190, -0.981, 1.182, -1.645, -0.315, 0.439, -0.060, 0.433, 0.442, 0.470, -0.485, 0.369, 0.392, 0.433, 0.314, -0.192, -0.353, -0.518, 0.459, 0.469, -0.991, -0.719, 0.268, -0.085, 0.437, 0.380, -0.362, -0.181, 0.329, 0.040, 0.448, 0.296, 0.300, -0.545, 0.008, -0.453, 0.532, -1.375, -0.673, 0.260, -0.107, 0.381, 0.383, -0.054, 0.212, 0.326, 0.202, 0.471, 0.283, 0.196, -0.431, -0.356, -0.483, 1.316, -1.387, -0.632, -0.087, 0.136, 0.351, 0.039, 0.494, -0.483, 0.303, 0.397, 0.242, 0.156, 0.260, -0.806, -0.260, -1.017, 0.986, -1.184, -0.392, 0.297, 0.328, 0.277, 0.364, 0.416, -0.195, 0.536, -0.282, 0.448, 0.237, 0.230]}